Record 1
ORCA calculation (ωB97M-V with the def2-TZVPD basis set) on a structure of composition C32H50IrN11O2S3 at a distorted geometry.

Properties
- Net charge: +1
- Spin multiplicity: 2
- HOMO level (spin up / spin down): -10.19 / -9.89 eV
- Frontier orbital gap (spin up / spin down): 6.7 / 6.0 eV
- Relative energy (zero: lowest compared OMol25 entry of this formula, charge and spin): 547.6 kJ/mol
- DFT total energy: -89818.4839 eV
- ⟨S²⟩: 0.980

Cartesian coordinates (Å):
Ir -0.63660 0.21667 0.78894
N 1.86530 0.56437 0.87994
C 2.24380 1.95977 1.04654
C 3.71940 2.29097 0.74534
C 4.28960 1.89457 -0.62546
C 4.25340 2.99757 -1.69596
N 2.91080 3.33607 -2.12076
C 2.09760 2.49187 -2.74806
N 0.79770 2.73697 -2.83806
N 2.58040 1.38047 -3.34446
C 1.22510 2.80667 0.23194
O 1.48350 3.98077 -0.03146
O 0.19390 2.20007 -0.15476
H 2.23740 -0.04293 1.60304
H 2.10690 0.21417 -0.03946
H 2.07590 2.21957 2.09954
H 4.31470 1.79147 1.51264
H 3.83780 3.36477 0.88974
H 3.78510 1.00567 -1.00976
H 5.34170 1.63557 -0.49106
H 4.85280 2.68867 -2.55876
H 4.69610 3.91047 -1.29626
H 2.43540 3.99007 -1.48306
H 0.42040 3.45427 -2.23166
H 0.14960 1.92917 -2.97786
H 3.56880 1.31847 -3.53196
H 1.97010 0.90217 -3.98746
S -4.21290 -2.71853 0.20164
C -3.03930 -1.66113 0.11124
N -2.17190 -0.86763 -0.02496
C -1.64210 -2.17833 3.25884
C -0.34440 -1.43983 3.62064
C -0.31810 -1.20433 5.14514
C -0.27290 -0.13543 2.90574
C 0.89780 -2.25333 3.26384
C 2.14230 -1.62743 3.29444
C 3.30240 -2.31763 2.99414
C 3.24450 -3.66683 2.68194
C 2.01910 -4.30663 2.67474
C 0.85570 -3.60503 2.94964
H -2.48540 -1.51583 3.44214
H -1.77260 -3.06823 3.86984
H -1.63550 -2.45613 2.20724
H -1.18280 -0.61643 5.44514
H 0.58580 -0.67793 5.44464
H -0.34430 -2.15923 5.66554
H 0.09240 0.69157 3.50764
H 2.20190 -0.58783 3.58384
H 4.25430 -1.80653 3.01464
H 4.14620 -4.21863 2.46684
H 1.96830 -5.36273 2.45114
H -0.08480 -4.13043 2.93344
S -4.49350 3.23957 0.17184
C -3.31360 2.00077 -0.05366
N -2.36810 1.94857 0.82154
C -2.48430 2.94257 1.75444
C -1.58620 3.22197 2.78064
C -1.85100 4.27227 3.63024
C -3.00980 5.03697 3.48894
C -3.90090 4.79827 2.46194
C -3.62070 3.76037 1.58574
H -3.37960 1.33487 -0.89316
H -0.70210 2.61477 2.86884
H -1.15300 4.51717 4.41554
H -3.20740 5.83577 4.18734
H -4.78510 5.40467 2.33624
C -1.89390 -0.91543 -4.91926
C -2.49150 0.27057 -4.14746
C -4.01320 0.12157 -4.09796
C -2.11540 1.58847 -4.82556
N -2.04550 0.32807 -2.76076
N -0.63930 0.42747 -2.56616
H -2.29980 -0.93163 -5.92516
H -2.14780 -1.85733 -4.43486
H -0.81080 -0.83443 -4.99606
H -4.41250 0.07967 -5.10656
H -4.46110 0.96537 -3.58076
H -4.29290 -0.79483 -3.58216
H -2.65320 1.68187 -5.76296
H -1.05030 1.62807 -5.03646
H -2.38170 2.42357 -4.18386
H -2.43270 -0.44853 -2.22366
H -0.50560 0.63027 -1.56846
H -0.16510 -0.46143 -2.75936
C -1.40960 -5.28293 -1.80876
C -1.01780 -4.96933 -0.36206
C 0.02330 -3.91943 -0.31436
N -0.18160 -2.67833 -0.09106
N 0.90330 -1.89933 -0.12626
C 1.99370 -2.56673 -0.36946
N 3.24010 -2.03253 -0.50116
S 1.72060 -4.27843 -0.62626
H -2.15490 -6.07393 -1.81486
H -0.54430 -5.61203 -2.38316
H -1.83390 -4.40143 -2.28476
H -0.63730 -5.87693 0.11384
H -1.89260 -4.61373 0.18594
H 3.45360 -1.25973 0.11194
H 3.98480 -2.71333 -0.54866


Record 2
ORCA calculation (ωB97M-V with the def2-TZVPD basis set) on a cluster of 3 separate species, C32H51ClF3IN2O12PS in total at a distorted geometry.

Properties
- Net charge: +1
- HOMO level: -10.19 eV
- Frontier orbital gap: 4.3 eV
- DFT total energy: -110436.7267 eV

Cartesian coordinates (Å):
C -6.06984 0.95264 5.83471
C -4.92704 1.33298 4.72044
P -4.34130 3.09467 5.23241
C -5.94327 4.11513 4.93575
C -2.88818 3.71266 4.17460
N -2.20901 4.75503 4.99376
C -2.83750 5.04504 6.29519
O -3.64218 6.01027 6.42904
F -2.53023 4.35690 7.53011
C -0.77744 4.53785 5.25537
O 0.03889 5.27831 4.63948
F -0.20376 3.55807 6.10826
C -3.17747 4.54800 2.79600
C -4.01091 5.91591 2.86236
C -2.93856 7.13112 2.60059
C -2.72258 7.46897 1.04661
Cl -2.44140 9.31183 0.90384
C -3.65765 3.30048 1.90597
S -4.88741 3.60938 0.56548
C -6.60483 4.03180 1.13854
O -4.39004 4.84865 -0.18240
O -5.02767 2.53292 -0.47577
N -3.00955 2.19691 2.32400
I -3.33679 0.32637 1.44078
C -2.03251 2.54413 3.44022
F -0.87727 2.88185 2.67252
O -1.78994 1.64045 4.49782
C -1.01579 0.48167 4.16637
O -1.63014 -0.63150 4.22854
C 0.52939 0.39528 3.80618
C 1.60976 0.10430 4.92535
C 3.12955 -0.02791 4.51858
C 3.64744 0.10145 3.04714
C 2.57968 0.41297 1.94442
C 1.08801 0.54109 2.34742
H -6.11266 -0.19788 5.95818
H -7.07287 1.38105 5.49040
H -5.76458 1.34320 6.88464
H -5.41157 1.30912 3.68343
H -4.10830 0.54215 4.85861
H -6.38378 3.96056 3.89234
H -5.84419 5.20567 5.25603
H -6.70726 3.64147 5.67148
H -2.24021 4.89792 2.19919
H -4.82571 6.04001 2.07172
H -4.47344 6.16702 3.87595
H -3.30353 8.06284 3.18430
H -1.95145 6.82433 3.11041
H -1.74397 6.98829 0.69842
H -3.62051 7.26308 0.37389
H -7.17660 3.07609 1.40058
H -6.64352 4.85093 1.93415
H -7.13353 4.47235 0.20322
H 1.32743 -0.04285 6.03616
H 3.91225 -0.27299 5.31673
H 4.75430 -0.03203 2.76688
H 2.87282 0.50663 0.83016
H 0.30344 0.74522 1.52478
C -1.94288 0.09661 -3.85734
O -0.60180 -0.30328 -4.06434
C 0.34648 0.66013 -3.61642
C 1.54387 -0.01874 -2.95646
O 1.26594 -0.59843 -1.67751
C 0.43834 -1.76634 -1.66438
C 1.07837 -3.00807 -2.27830
O 1.14340 -2.89514 -3.69553
C 2.32855 -3.45322 -4.24226
H -2.22255 0.86794 -4.58372
H -2.58253 -0.77550 -4.00078
H -2.09499 0.46542 -2.83671
H -0.10594 1.36405 -2.90858
H 0.68652 1.21544 -4.49631
H 2.29560 0.75402 -2.76539
H 2.01549 -0.74141 -3.61858
H -0.53739 -1.55476 -2.09953
H 0.25655 -1.97810 -0.60551
H 0.46358 -3.88729 -2.04991
H 2.07224 -3.15420 -1.84504
H 3.21493 -3.10972 -3.70290
H 2.41011 -3.11823 -5.27830
H 2.27048 -4.54444 -4.22550
C 5.37989 -9.62852 -6.25967
O 5.95181 -8.35036 -6.46616
C 5.07033 -7.43965 -7.11531
C 5.19944 -6.03923 -6.52204
O 4.65559 -5.90078 -5.20569
C 5.36211 -6.55233 -4.14597
C 6.73045 -5.95497 -3.83012
O 7.67196 -6.27825 -4.84877
C 8.57836 -5.22278 -5.12034
H 5.33545 -10.17875 -7.20637
H 6.01452 -10.17476 -5.56042
H 4.37966 -9.55035 -5.82049
H 4.02877 -7.77073 -7.03780
H 5.35289 -7.41099 -8.17262
H 4.61189 -5.36079 -7.14915
H 6.22388 -5.67544 -6.56169
H 5.41796 -7.62554 -4.31993
H 4.73326 -6.42333 -3.25926
H 7.10740 -6.38043 -2.89208
H 6.63265 -4.87198 -3.70856
H 8.05415 -4.27252 -5.25033
H 9.09518 -5.45659 -6.05346
H 9.31500 -5.14551 -4.31584


Record 3
ORCA calculation (ωB97M-V with the def2-TZVPD basis set) on a structure of composition C32H51FIrN6SbSi4 at a distorted geometry.

Properties
- Net charge: +2
- HOMO level (spin up / spin down): -12.70 / -12.71 eV
- Frontier orbital gap (spin up / spin down): 5.6 / 5.9 eV
- DFT total energy: -86547.7697 eV

Cartesian coordinates (Å):
Ir -0.14416 0.05339 -0.25216
N -3.49572 1.54081 -2.56394
C -2.59230 1.46250 -1.60231
N -1.59846 0.59936 -1.60625
C -1.45635 -0.22512 -2.72538
N -0.35486 -0.95466 -2.84251
N 0.45794 -0.74185 -1.80448
C 1.80017 -1.42763 -1.86340
C 2.24354 -1.54156 -0.41360
C 3.51618 -1.95183 -0.06033
C 3.81528 -2.15205 1.27746
C 2.83112 -1.94858 2.23311
C 1.59965 -1.49090 1.81657
N 1.30554 -1.26771 0.52979
C -2.48883 -0.27587 -3.72035
C -2.49732 -1.21389 -4.76491
C -3.51364 -1.18975 -5.68706
C -4.53900 -0.23659 -5.59281
C -4.55691 0.68823 -4.57378
C -3.52791 0.65513 -3.63627
H -4.21147 2.25134 -2.49324
H -2.68510 2.14802 -0.77314
H 2.78335 -1.04637 -3.63928
H 4.26075 -2.10943 -0.82584
H 4.80645 -2.47402 1.56884
H 3.01590 -2.12731 3.28296
H 0.80395 -1.29373 2.51725
H -1.70417 -1.94578 -4.81742
H -3.52798 -1.90861 -6.49436
H -5.33544 -0.23538 -6.32466
H -5.35279 1.41799 -4.49407
C 1.12725 -3.10602 -4.41957
Si 1.63880 -3.24785 -2.62134
C 0.43024 -4.14394 -1.52397
C 3.36063 -3.97164 -2.55521
N 2.69408 -0.68519 -2.70275
C 3.79240 0.12067 -2.33933
C 4.95842 0.04385 -3.10485
C 6.07109 0.81044 -2.80696
C 6.05687 1.67033 -1.71767
C 4.90919 1.77310 -0.95017
C 3.80468 1.01651 -1.28001
F 2.67787 1.16928 -0.53259
H 1.81218 -3.67563 -5.05045
H 1.10049 -2.07897 -4.78377
H 0.12829 -3.52140 -4.56393
H 0.24293 -5.15591 -1.88887
H -0.52981 -3.62375 -1.48516
H 0.81597 -4.22932 -0.50540
H 3.42900 -4.77053 -3.29727
H 3.61806 -4.40357 -1.58767
H 4.12226 -3.23203 -2.81532
H 4.98078 -0.63328 -3.95205
H 6.95514 0.72694 -3.42392
H 6.92794 2.26108 -1.47130
H 4.84498 2.44652 -0.10560
C -2.89890 3.74740 0.92153
Si -3.29270 2.24767 2.00072
C -3.84426 2.86194 3.67257
C -4.59285 1.13157 1.22386
Sb -1.11928 0.87432 2.08989
Si -1.57315 -0.91484 3.93858
C -2.88278 -0.21272 5.05907
C -2.17720 -2.38406 2.95884
C -0.03259 -1.27866 4.94046
Si 0.63554 2.66380 2.78588
C -0.09629 3.64293 4.19378
C 2.18289 1.74290 3.27228
C 0.90568 3.69490 1.25197
H -3.77947 4.06797 0.35690
H -2.06846 3.60653 0.22592
H -2.61582 4.58664 1.56127
H -4.52953 3.70122 3.52314
H -3.01337 3.22158 4.28044
H -4.37609 2.09929 4.23846
H -5.37059 1.71571 0.72336
H -5.08864 0.53884 1.99574
H -4.17119 0.42560 0.50502
H -3.84549 -0.12756 4.55367
H -2.60776 0.76770 5.45005
H -3.01623 -0.88358 5.91207
H -3.16546 -2.18193 2.53962
H -2.26129 -3.26616 3.59880
H -1.50694 -2.62783 2.13160
H 0.57272 -0.38492 5.10077
H 0.60290 -2.05056 4.50340
H -0.34325 -1.64338 5.92279
H -0.42830 2.99539 5.00772
H -0.94455 4.24455 3.86220
H 0.65126 4.32842 4.60237
H 2.06945 1.22954 4.22887
H 3.01511 2.44513 3.37208
H 2.45778 1.01084 2.51343
H 0.10586 4.42447 1.11345
H 0.97172 3.07301 0.35750
H 1.84442 4.24854 1.34061


Record 4
ORCA calculation (ωB97M-V with the def2-TZVPD basis set) on a structure of composition C32H52AlF6O20P at a distorted geometry.

Properties
- Net charge: +1
- Spin multiplicity: 2
- HOMO level (spin up / spin down): -12.30 / -12.30 eV
- Frontier orbital gap (spin up / spin down): 8.3 / 3.8 eV
- Relative energy (zero: lowest compared OMol25 entry of this formula, charge and spin): 0.0 kJ/mol
- DFT total energy: -107163.8465 eV
- ⟨S²⟩: 0.754

Cartesian coordinates (Å):
Al 1.33561 -2.74978 -3.46138
P -0.45127 -0.86852 -0.46456
F 0.33164 0.16471 0.51718
F -0.19469 0.28390 -1.57239
F 0.98456 -1.46521 -0.87189
F -0.99476 -1.89630 -1.61204
F -0.66348 -1.99261 0.70703
F -1.97216 -0.26137 -0.25287
C -1.93766 1.34921 -5.01195
C -0.59793 1.89877 -5.40972
C 0.36481 1.18953 -4.44306
O -0.13896 -0.13633 -4.29652
C -1.55076 -0.04658 -4.42286
H -2.56969 1.23383 -5.89249
H -2.44094 1.90280 -4.21927
H -0.53812 2.98500 -5.34154
H -0.32100 1.58188 -6.41520
H 0.42396 1.70834 -3.48627
H 1.35037 1.17996 -4.90854
H -1.84429 -0.17738 -3.38130
H -2.07802 -0.81592 -4.98698
C 3.27723 -6.13063 0.26529
C 3.13646 -4.89564 1.10313
C 2.14114 -4.06419 0.33364
O 2.35347 -4.40109 -1.06061
C 3.03246 -5.66738 -1.12538
H 2.58447 -6.83792 0.72127
H 4.25592 -6.60661 0.32606
H 4.06341 -4.33435 1.22067
H 2.82937 -5.09108 2.13056
H 2.26484 -2.98477 0.42109
H 1.16792 -4.39850 0.69305
H 4.05364 -5.43589 -1.42824
H 2.57869 -6.43548 -1.75164
C -2.33682 0.25383 3.27792
C -1.30664 -0.84827 3.70547
C 0.17321 -0.45889 3.47137
O 0.77108 -0.50496 4.76241
C -0.12589 -0.86777 5.68273
O 0.13174 -1.09534 6.88034
O -1.31418 -0.93656 5.11649
H -2.46404 0.35618 2.20022
H -2.17473 1.26287 3.65693
H -3.30742 -0.02396 3.68885
H -1.57721 -1.79857 3.24524
H 0.16372 0.54569 3.04852
H 0.57167 -1.11130 2.69440
C 5.97507 2.55768 -1.17745
C 4.48276 2.60069 -1.44891
C 4.17618 3.01741 -2.91047
O 3.35240 1.97275 -3.35039
C 3.20470 1.01311 -2.32593
O 2.58443 -0.05193 -2.41045
O 3.87668 1.33812 -1.29727
H 6.56735 3.40607 -1.52027
H 6.38228 1.66475 -1.65175
H 6.16469 2.49807 -0.10573
H 4.05012 3.26206 -0.69824
H 5.10528 3.00968 -3.48041
H 3.68250 3.98912 -2.92318
C 0.05191 3.96307 1.38358
C 0.10067 3.41573 -0.07397
C -1.26971 3.27645 -0.76896
O -0.93393 3.67821 -2.05869
C 0.32811 4.18375 -2.17222
O 1.00256 4.41911 -3.15016
O 0.78814 4.25004 -0.89304
H 0.97379 3.82994 1.94971
H -0.67357 3.30609 1.86333
H -0.31486 4.98622 1.46562
H 0.66194 2.48269 -0.12417
H -2.01822 3.90378 -0.28492
H -1.60576 2.24109 -0.82559
C -4.02152 3.14051 1.82802
C -4.80004 2.12005 1.01275
C -6.11810 2.60738 0.35231
O -5.98716 2.24215 -1.00656
C -4.75733 1.69485 -1.20617
O -4.39707 1.21076 -2.28770
O -4.03267 1.71408 -0.07646
H -3.00025 2.83868 2.06042
H -4.54377 3.46313 2.72873
H -3.91968 3.98059 1.14100
H -4.99733 1.30329 1.70708
H -6.19736 3.68708 0.47912
H -6.92435 2.09026 0.87253
C 3.50905 1.35260 2.33968
C 3.72068 -0.08090 2.87247
C 3.56081 -1.13306 1.79576
O 4.72636 -1.90904 1.94331
C 5.59847 -1.37500 2.82469
O 6.74755 -1.76705 3.07929
O 5.10791 -0.18980 3.22150
H 4.18310 1.63517 1.53102
H 3.60767 2.07807 3.14718
H 2.51123 1.40412 1.90401
H 3.02400 -0.23493 3.69650
H 3.47214 -0.66205 0.81679
H 2.58961 -1.54784 2.06561
C -4.67943 -2.33696 -0.92459
C -4.20066 -3.45829 0.03843
C -3.29213 -3.07668 1.15515
O -4.04906 -3.46825 2.26463
C -5.29423 -3.94078 1.96841
O -6.05413 -4.39506 2.76613
O -5.38867 -3.94050 0.69476
H -3.89208 -1.93806 -1.56416
H -5.02711 -1.47766 -0.35116
H -5.51499 -2.71324 -1.51479
H -3.83676 -4.27223 -0.58861
H -3.29122 -1.98697 1.18031
H -2.27769 -3.42955 0.96942